No. 1
The following is a DFT calculation (ωB97M-V with the def2-TZVPD basis set) of a structure of composition C54H50N6O4SSn.

The geometry in ORCA input format:
```
! RIJCOSX wB97M-V def2-TZVPD def2/J DEFGRID3
* xyz 0 1
Sn 0.223 0.112 -0.145
C 0.299 10.121 -0.163
O 0.067 9.104 0.780
C 0.302 7.811 0.411
C 0.648 7.400 -0.869
C 0.823 6.054 -1.144
C 0.666 5.090 -0.158
C 0.345 5.513 1.130
C 0.160 6.848 1.411
C 0.771 3.643 -0.456
C -0.215 3.112 -1.298
C -1.237 3.869 -1.968
C -1.987 2.988 -2.675
C -1.427 1.690 -2.444
N -0.376 1.800 -1.598
C -1.893 0.509 -3.028
C -1.300 -0.747 -2.899
C -1.696 -1.918 -3.628
C -0.875 -2.921 -3.230
C 0.024 -2.361 -2.260
C 1.015 -3.076 -1.587
C 1.034 -4.547 -1.788
C 0.380 -5.377 -0.882
C 0.372 -6.744 -1.058
C 1.021 -7.317 -2.151
O 0.929 -8.675 -2.246
C 1.600 -9.329 -3.292
C 1.685 -6.496 -3.053
C 1.685 -5.124 -2.867
C 1.977 -2.554 -0.720
N 2.101 -1.261 -0.342
C 3.177 -1.164 0.476
C 3.627 0.016 1.084
C 4.732 -0.111 2.070
C 4.456 0.040 3.429
C 5.436 -0.131 4.381
C 6.744 -0.443 4.007
O 7.631 -0.605 5.033
C 8.993 -0.795 4.740
C 7.038 -0.573 2.655
C 6.038 -0.414 1.706
C 3.084 1.291 0.873
C 3.619 2.508 1.419
C 2.831 3.520 0.981
C 1.800 2.927 0.171
N 1.993 1.587 0.122
C 3.759 -2.469 0.640
C 3.015 -3.330 -0.098
N -0.264 -1.051 -2.085
C -3.143 0.607 -3.820
C -3.161 1.115 -5.110
C -4.345 1.238 -5.820
C -5.546 0.863 -5.231
O -6.776 0.940 -5.812
C -6.898 1.431 -7.123
C -5.535 0.348 -3.934
C -4.350 0.217 -3.246
H 0.112 11.059 0.359
H -0.380 10.044 -1.019
H 1.336 10.107 -0.513
H 0.774 8.118 -1.663
H 1.086 5.752 -2.146
H 0.219 4.778 1.912
H -0.105 7.183 2.401
H -1.372 4.931 -1.901
H -2.837 3.196 -3.298
H -2.487 -1.952 -4.353
H -0.874 -3.945 -3.552
H -0.134 -4.940 -0.038
H -0.135 -7.398 -0.366
H 1.400 -10.390 -3.146
H 2.681 -9.158 -3.247
H 1.221 -9.023 -4.273
H 2.199 -6.910 -3.906
H 2.194 -4.486 -3.574
H 3.451 0.285 3.740
H 5.223 -0.030 5.435
H 9.498 -0.826 5.705
H 9.394 0.037 4.153
H 9.168 -1.740 4.214
H 8.042 -0.802 2.332
H 6.288 -0.524 0.662
H 4.489 2.575 2.047
H 2.928 4.570 1.186
H 4.619 -2.695 1.240
H 3.146 -4.390 -0.218
H -2.230 1.413 -5.569
H -4.320 1.629 -6.825
H -7.964 1.398 -7.343
H -6.363 0.805 -7.843
H -6.547 2.463 -7.209
H -6.478 0.061 -3.493
H -4.355 -0.192 -2.246
C -2.189 -2.121 1.998
C -2.984 -1.606 0.791
N -2.575 -0.269 0.405
C -3.149 0.854 1.115
C -2.659 1.066 2.545
S -0.841 1.159 2.781
C -0.451 -0.342 3.746
C 0.015 -1.573 2.968
N -0.781 -1.854 1.798
H -2.526 -1.605 2.894
H -2.410 -3.190 2.136
H -2.766 -2.257 -0.058
H -4.061 -1.667 1.016
H -2.787 -0.140 -0.578
H -2.886 1.746 0.541
H -4.252 0.784 1.165
H -3.027 2.038 2.878
H -3.034 0.306 3.226
H 0.354 -0.026 4.408
H -1.324 -0.557 4.361
H 1.035 -1.404 2.614
H 0.046 -2.415 3.684
H -0.348 -2.591 1.252
*
```

Properties
HOMO-LUMO gap = 0.1789 Eh
HOMO = -5.67 eV
Energy relative to the best compared isomer or geometry (same formula, charge and spin) = 48.2 kJ/mol



No. 2
The following is a DFT calculation (ωB97M-V with the def2-TZVPD basis set) of a structure of composition C54H52Cl2N4O4P2Si2W.

The geometry in ORCA input format:
```
! RIJCOSX wB97M-V def2-TZVPD def2/J DEFGRID3
* xyz 0 3
W -0.588 0.585 1.077
C -1.261 -6.260 1.333
C -2.000 -4.656 2.610
C -1.580 -3.166 2.676
C -1.997 -2.175 1.530
C -1.246 -3.826 -0.048
C -1.506 -5.277 0.213
N -2.003 -0.834 1.801
C -3.026 -0.307 2.583
C -4.068 -1.049 3.142
C -5.105 -0.403 3.803
C -5.127 0.981 3.909
C -4.087 1.722 3.355
C -3.045 1.088 2.711
N -1.963 1.842 2.154
N -0.817 1.482 2.900
C 0.244 2.352 2.778
C 0.414 3.608 3.356
C 1.647 4.209 3.232
C 2.671 3.564 2.532
C 2.392 2.366 1.915
N 1.190 1.782 2.003
H -1.179 -7.306 1.065
H -2.694 -4.842 3.429
H -1.745 -2.772 3.680
H -2.079 -3.465 -0.657
H -1.809 -5.825 -0.673
H -4.092 -2.123 3.016
H -5.912 -0.991 4.221
H -5.944 1.479 4.415
H -4.071 2.804 3.414
H -0.402 4.054 3.906
H 1.832 5.173 3.690
H 3.654 4.003 2.446
H 3.152 1.841 1.348
C 0.132 -0.996 4.450
Si 0.534 -1.181 2.622
C 2.440 -1.208 2.612
C -0.089 -2.966 2.132
C 0.921 -4.016 2.438
C 0.587 -5.256 2.765
C -0.821 -5.705 2.680
C -2.512 -5.401 1.336
C -0.864 -2.893 0.841
Si -2.613 0.709 -0.586
C -4.365 0.262 -0.088
C -2.475 -0.138 -2.270
H 0.408 -1.897 5.007
H -0.926 -0.788 4.611
H 0.695 -0.156 4.863
H 2.831 -1.941 3.322
H 2.801 -0.231 2.941
H 2.883 -1.427 1.638
H 1.965 -3.726 2.450
H 1.344 -5.982 3.045
H -1.045 -6.448 3.448
H -3.541 -5.691 1.178
H -4.401 -0.782 0.234
H -5.022 0.382 -0.953
H -4.751 0.877 0.725
H -2.719 -1.196 -2.137
H -1.492 -0.080 -2.733
H -3.210 0.279 -2.966
O 0.589 -0.702 -0.308
P 1.655 -0.740 -1.359
C 2.493 0.877 -1.452
P 1.263 2.225 -1.439
O 0.093 1.886 -0.568
C 2.130 3.701 -0.909
C 3.510 3.848 -1.025
C 4.113 5.031 -0.627
C 3.337 6.065 -0.118
C 1.962 5.917 -0.006
C 1.350 4.737 -0.398
C 0.813 2.493 -3.151
C 1.800 2.840 -4.076
C 1.467 3.004 -5.408
C 0.148 2.830 -5.819
C -0.835 2.514 -4.896
C -0.505 2.352 -3.557
C 2.913 -1.956 -0.975
C 2.475 -3.187 -0.491
C 3.398 -4.174 -0.189
C 4.755 -3.940 -0.375
C 5.191 -2.717 -0.863
C 4.272 -1.722 -1.164
C 1.034 -1.179 -2.979
C 1.518 -0.622 -4.160
C 1.018 -1.049 -5.381
C 0.052 -2.044 -5.426
C -0.416 -2.616 -4.251
C 0.069 -2.185 -3.028
H 3.159 0.950 -2.311
H 3.092 0.956 -0.541
H 4.121 3.043 -1.415
H 5.186 5.145 -0.710
H 3.809 6.987 0.194
H 1.360 6.720 0.398
H 0.280 4.606 -0.282
H 2.825 2.994 -3.755
H 2.230 3.273 -6.126
H -0.110 2.957 -6.862
H -1.864 2.403 -5.208
H -1.269 2.122 -2.831
H 1.417 -3.364 -0.326
H 3.052 -5.120 0.206
H 5.474 -4.711 -0.133
H 6.248 -2.532 -1.003
H 4.627 -0.769 -1.536
H 2.269 0.153 -4.148
H 1.382 -0.599 -6.295
H -0.338 -2.373 -6.380
H -1.172 -3.389 -4.284
H -0.311 -2.612 -2.105
Cl -5.046 4.211 -1.861
C -3.417 4.695 -1.401
Cl -2.498 5.277 -2.820
C -2.583 3.581 -0.735
O -1.710 3.924 0.026
O -2.928 2.386 -1.115
H -3.491 5.532 -0.715
*
```

Properties
HOMO-LUMO gap (alpha / beta) = 0.1875 / 0.2238 Eh
HOMO (alpha / beta) = -5.15 / -6.14 eV
Energy relative to the best compared isomer or geometry (same formula, charge and spin) = 315.9 kJ/mol
<S²> = 2.016



No. 3
The following is a DFT calculation (ωB97M-V with the def2-TZVPD basis set) of a structure of composition C54H53AlBrN6O3Te.

The geometry in ORCA input format:
```
! RIJCOSX wB97M-V def2-TZVPD def2/J DEFGRID3
* xyz 0 2
Al -0.170 -1.872 0.834
O 0.402 -5.192 -1.605
C 0.103 -6.131 -0.682
C 0.696 -7.380 -0.808
C 0.450 -8.365 0.135
C -0.385 -8.119 1.215
C -0.989 -6.873 1.326
C -0.772 -5.882 0.382
C -1.449 -4.540 0.496
O -0.551 -3.518 0.472
N -2.414 -4.416 -0.640
N -2.514 -3.237 -1.260
C -3.612 -2.891 -1.798
C -3.715 -1.642 -2.550
Br -2.060 -0.885 -3.069
C -4.882 -1.053 -2.808
C -5.151 0.223 -3.494
C -6.103 1.084 -2.946
C -6.385 2.305 -3.540
C -5.734 2.675 -4.708
C -4.809 1.812 -5.280
C -4.518 0.597 -4.679
H 0.107 -4.326 -1.281
H 1.364 -7.552 -1.643
H 0.925 -9.332 0.028
H -0.561 -8.883 1.960
H -1.654 -6.665 2.159
H -2.039 -4.532 1.432
H -3.283 -4.921 -0.489
H -4.525 -3.487 -1.709
H -5.755 -1.556 -2.399
H -6.619 0.793 -2.039
H -7.115 2.966 -3.092
H -5.954 3.626 -5.176
H -4.316 2.083 -6.205
H -3.805 -0.074 -5.137
C -2.126 0.647 2.838
C -1.471 -0.161 1.748
O -1.935 -1.355 1.513
N -0.388 0.122 1.083
Te 0.136 2.504 1.255
C 1.607 3.986 1.806
C 1.258 5.335 1.843
C -0.079 5.863 1.392
C 2.216 6.251 2.279
C 3.481 5.856 2.683
C 4.500 6.859 3.150
C 3.791 4.499 2.647
C 2.874 3.553 2.214
C 3.269 2.097 2.205
C -0.299 3.183 -0.701
C 0.665 3.703 -1.570
C 2.134 3.804 -1.263
C 0.238 4.169 -2.813
C -1.086 4.110 -3.216
C -1.519 4.610 -4.567
C -2.018 3.580 -2.331
C -1.651 3.126 -1.073
C -2.721 2.611 -0.144
H -2.845 0.012 3.352
H -2.648 1.517 2.439
H -1.376 1.003 3.544
H -0.864 5.110 1.450
H -0.029 6.201 0.354
H -0.377 6.713 2.006
H 1.954 7.304 2.304
H 4.065 7.853 3.237
H 5.336 6.917 2.450
H 4.907 6.577 4.122
H 4.778 4.173 2.958
H 4.350 1.989 2.291
H 2.950 1.588 1.291
H 2.815 1.568 3.049
H 2.482 2.977 -0.647
H 2.362 4.736 -0.741
H 2.704 3.792 -2.189
H 0.982 4.567 -3.496
H -0.664 4.895 -5.177
H -2.168 5.482 -4.464
H -2.083 3.845 -5.103
H -3.062 3.519 -2.622
H -3.700 2.665 -0.619
H -2.751 3.202 0.776
H -2.541 1.571 0.123
C 3.023 0.899 -2.735
C 3.872 0.366 -1.772
C 3.386 -0.502 -0.809
C 2.037 -0.883 -0.797
C 1.189 -0.295 -1.733
C 1.674 0.582 -2.691
N 1.564 -1.878 0.080
C 2.348 -3.061 0.090
C 2.997 -3.509 -1.068
C 3.720 -4.688 -1.080
C 3.808 -5.480 0.058
C 3.153 -5.064 1.205
C 2.443 -3.872 1.223
H 3.409 1.553 -3.505
H 4.925 0.619 -1.780
H 4.057 -0.942 -0.081
H 0.147 -0.586 -1.744
H 0.993 0.998 -3.424
H 2.911 -2.930 -1.979
H 4.204 -5.001 -1.996
H 4.359 -6.411 0.043
H 3.191 -5.672 2.101
H 1.939 -3.580 2.131
N 0.993 -1.959 8.164
C 0.862 -1.976 7.024
C 0.691 -2.003 5.594
C -0.334 -2.756 5.032
C -0.479 -2.743 3.658
N 0.334 -2.041 2.865
C 1.329 -1.336 3.403
C 1.545 -1.283 4.766
H -1.006 -3.331 5.652
H -1.265 -3.295 3.163
H 1.960 -0.808 2.698
H 2.359 -0.703 5.175
*
```

Properties
HOMO-LUMO gap (alpha / beta) = 0.2161 / 0.2032 Eh
HOMO (alpha / beta) = -6.90 / -6.90 eV
<S²> = 0.760



No. 4
The following is a DFT calculation (ωB97M-V with the def2-TZVPD basis set) of a structure of composition C54H55I2N7OPSiTb.

The geometry in ORCA input format:
```
! RIJCOSX wB97M-V def2-TZVPD def2/J DEFGRID3
* xyz 2 7
Tb -0.383 -0.396 -0.457
C 3.975 3.408 0.175
N 3.410 2.088 0.095
C 2.098 1.761 0.211
N 1.913 0.454 -0.008
C 3.158 -0.063 -0.256
C 4.099 0.950 -0.195
C 5.523 0.889 -0.507
C 5.919 0.264 -1.689
C 7.254 0.224 -2.042
C 8.208 0.797 -1.217
C 7.824 1.389 -0.025
C 6.488 1.439 0.331
C 3.494 -1.470 -0.482
C 4.571 -2.006 0.229
C 4.983 -3.300 -0.014
C 4.327 -4.075 -0.957
C 3.253 -3.555 -1.658
C 2.839 -2.253 -1.427
P 0.897 3.054 0.711
C -0.234 2.933 -0.722
N -0.926 1.862 -1.111
C -1.638 2.254 -2.208
C -1.364 3.576 -2.493
N -0.479 3.988 -1.539
C 0.085 5.305 -1.420
C -1.901 4.389 -3.580
C -1.057 5.107 -4.423
C -1.586 5.853 -5.461
C -2.955 5.884 -5.670
C -3.796 5.150 -4.848
C -3.275 4.402 -3.809
C -2.503 1.372 -3.006
C -2.064 0.959 -4.261
C -2.881 0.194 -5.072
C -4.157 -0.140 -4.649
C -4.610 0.294 -3.415
C -3.789 1.042 -2.586
C -0.126 2.136 1.918
N -0.786 0.988 1.781
C -1.494 0.816 2.951
C -1.243 1.889 3.797
N -0.380 2.701 3.126
C 0.186 3.911 3.655
C -1.714 2.219 5.148
C -1.359 1.421 6.233
C -1.798 1.739 7.505
C -2.598 2.852 7.709
C -2.949 3.654 6.636
C -2.505 3.347 5.361
C -2.359 -0.335 3.178
C -2.286 -1.401 2.285
C -3.074 -2.526 2.423
C -3.944 -2.615 3.495
C -4.026 -1.569 4.402
C -3.256 -0.430 4.243
H 3.306 4.133 -0.291
H 4.147 3.695 1.214
H 4.928 3.412 -0.353
H 5.176 -0.180 -2.334
H 7.548 -0.253 -2.965
H 9.249 0.777 -1.500
H 8.566 1.815 0.631
H 6.200 1.883 1.272
H 5.077 -1.406 0.972
H 5.832 -3.695 0.520
H 4.661 -5.081 -1.152
H 2.739 -4.159 -2.389
H 2.020 -1.837 -2.008
H -0.562 6.013 -1.938
H 0.162 5.588 -0.369
H 1.079 5.339 -1.873
H 0.013 5.063 -4.287
H -0.924 6.405 -6.110
H -3.366 6.475 -6.473
H -4.861 5.157 -5.017
H -3.932 3.841 -3.164
H -1.091 1.275 -4.614
H -2.529 -0.135 -6.036
H -4.804 -0.716 -5.292
H -5.620 0.068 -3.109
H -4.162 1.416 -1.642
H 0.288 3.820 4.736
H 1.169 4.079 3.218
H -0.452 4.769 3.439
H -0.743 0.548 6.076
H -1.519 1.114 8.340
H -2.947 3.093 8.701
H -3.575 4.520 6.793
H -2.792 3.972 4.529
H -1.565 -1.344 1.476
H -3.000 -3.322 1.697
H -4.554 -3.495 3.623
H -4.700 -1.642 5.242
H -3.360 0.381 4.945
I 0.267 -3.183 0.448
C -0.881 -4.042 -1.695
I -1.202 -2.244 -2.891
H -1.858 -4.513 -1.594
H -0.252 -4.692 -2.296
O 0.997 0.408 -2.800
H 1.915 0.228 -3.052
H 0.522 0.529 -3.634
N -4.066 -1.214 -0.417
C -3.026 -0.714 -0.462
H -4.961 -1.659 -0.408
C 0.123 -2.131 4.936
Si 1.318 -3.072 3.784
C 3.143 -2.939 4.317
C 0.726 -4.848 3.485
C 1.268 -2.122 2.123
H 0.209 -2.463 5.963
H -0.911 -2.272 4.636
H 0.328 -1.064 4.920
H 3.345 -3.515 5.213
H 3.422 -1.909 4.520
H 3.799 -3.311 3.534
H 0.839 -5.459 4.374
H 1.288 -5.322 2.685
H -0.322 -4.872 3.199
H 2.280 -1.947 1.765
H 0.766 -1.154 2.213
*
```

Properties
HOMO-LUMO gap (alpha / beta) = 0.2305 / 0.2361 Eh
HOMO (alpha / beta) = -11.07 / -11.05 eV
<S²> = 12.676



Looking at energy for the records above, in order, we have -90605.851; -132194.200; -155875.954; -125162.136 eV.
Looking at molar mass for the records above, in order, we have 997.81; 1193.90; 1068.54; 1289.88 g/mol.